ORCA calculation (the ωB97M-V functional and the def2-TZVPD basis) on a structure of composition C5H9BF10HfNO5S2Si.

Properties
Highest occupied orbital energy: -14.6 eV
E: -75768.1921 eV
Charge: +1

```
35
Properties=species:S:1:pos:R:3:forces:R:3
Hf -0.135 0.168 0.273 0.26 0.53 0.40
F -2.662 -2.177 -2.697 0.05 -0.03 0.00
C -1.515 -2.827 -2.751 0.04 0.00 0.00
F -1.657 -4.077 -2.384 0.00 0.08 -0.03
F -0.967 -2.726 -3.938 -0.04 0.00 0.06
S -0.395 -1.991 -1.514 -0.11 0.23 -0.04
O -1.042 -1.998 -0.189 0.05 -0.08 -0.05
O -0.296 -0.524 -1.834 0.03 -0.21 0.07
N 0.958 -2.715 -1.670 0.14 0.12 0.09
S 2.151 -2.002 -0.854 -0.15 -0.05 0.04
O 3.216 -2.874 -0.571 -0.02 -0.10 0.03
O 1.537 -1.255 0.281 0.14 0.17 -0.40
C 2.807 -0.585 -1.923 0.06 -0.04 0.00
F 4.113 -0.612 -1.862 0.01 0.02 0.00
F 2.389 -0.706 -3.163 -0.03 0.00 -0.01
F 2.355 0.564 -1.398 -0.04 -0.09 -0.13
C -2.648 0.710 0.227 0.08 -0.36 0.10
Si -1.899 2.339 -0.519 0.35 0.14 -0.10
C -2.488 2.442 -2.267 -0.05 -0.01 0.09
C -2.261 3.801 0.543 0.02 -0.08 -0.01
O -0.256 1.928 -0.460 -0.26 -0.41 0.09
H -3.603 1.021 0.660 0.00 0.13 -0.09
H -2.259 0.185 1.128 -0.12 0.02 0.05
H -2.885 -0.057 -0.516 -0.06 0.03 0.01
H -3.579 2.479 -2.292 0.00 0.01 -0.03
H -2.160 1.590 -2.862 0.02 -0.02 0.03
H -2.118 3.350 -2.745 0.02 0.02 0.02
H -3.255 4.200 0.335 -0.02 -0.02 0.00
H -1.535 4.588 0.331 0.00 0.00 -0.03
H -2.195 3.567 1.605 0.01 -0.01 0.00
F -0.138 -0.561 2.346 -0.10 0.05 -0.10
B 0.408 0.779 2.790 -0.08 -0.11 -0.15
F -0.643 1.606 2.395 -0.07 0.10 0.11
F 1.377 0.954 1.690 -0.15 -0.05 -0.07
F 0.888 0.812 4.003 0.01 0.02 0.04
```
Positions in Å, forces in eV/Å.